54
Properties=species:S:1:pos:R:3:forces:R:3 method="wB97M-V/def2-TZVPD" relative_energy_ev=0.3784 homo_lumo_gap_ev=8.57 total_charge=+2
Sb -2.519362 -2.113635 -0.618230 -0.77 -0.60 -0.12
Zr -0.457797 -0.181741 -0.136875 -2.75 -0.01 -0.52
S 1.865892 -1.437115 -0.549455 0.43 -0.45 -0.07
P -0.416062 2.307988 -1.501036 -0.20 0.67 -0.18
O -0.175153 -1.175487 3.730055 -0.21 0.12 0.30
O 2.589613 -2.399719 -1.285689 0.05 -0.03 0.00
O 1.076985 -0.415750 -1.407499 1.01 -0.70 -0.42
O -1.452439 3.391547 -1.948104 -0.15 0.15 0.04
O -1.288286 0.917560 -1.952684 0.34 0.46 -0.17
O -0.853657 1.938620 0.129165 -0.26 0.86 -0.43
O -0.929251 -0.437530 1.715953 0.45 -0.61 1.23
N 0.607054 -1.929566 0.314060 0.88 0.26 0.89
C 3.046174 1.508916 1.842864 0.11 0.05 0.09
C -2.270957 2.119560 0.557069 0.23 0.16 0.04
C -4.070873 -1.887547 -2.033856 0.03 0.05 -0.07
C -1.924054 -4.110175 -0.941504 0.10 0.05 -0.06
C 2.267271 0.638495 1.121729 0.20 -0.36 -0.17
C 2.868312 -0.420092 0.431344 0.03 0.09 0.10
C 5.299691 2.269398 2.686889 -0.06 -0.06 -0.04
C -3.633885 -2.370963 1.161470 0.04 0.03 0.01
C -1.081753 4.800745 -2.153336 0.04 -0.08 -0.05
C 5.008843 0.270401 1.191637 0.08 0.00 0.01
C 4.237770 -0.616762 0.455238 0.03 0.07 0.08
C -1.266992 0.552050 -3.376671 -0.05 0.06 0.15
C 0.680552 -2.243546 1.765867 0.05 -0.10 -0.37
C -0.178106 -1.252973 2.555592 0.05 0.05 -0.44
C 4.437234 1.334081 1.886196 0.11 0.10 0.10
H 4.685182 -1.433650 -0.096596 -0.01 0.02 0.02
H -3.013042 -2.878596 1.897045 -0.01 0.00 0.03
H 0.306939 -3.244293 1.972379 0.01 -0.12 -0.11
H -2.842520 2.536016 -0.263135 -0.03 0.01 -0.04
H -0.003165 4.929974 -2.078193 0.00 -0.03 0.00
H -1.428850 5.069760 -3.143448 -0.02 0.01 -0.02
H 4.764146 3.176594 2.960477 0.01 -0.02 -0.01
H -1.304598 -4.435301 -0.109321 0.01 -0.03 0.00
H 6.195470 2.544415 2.130950 -0.01 -0.01 0.00
H -0.786235 1.343588 -3.947777 0.01 0.00 -0.03
H -4.494520 -2.990253 0.917285 -0.02 -0.01 0.06
H 1.186741 0.792236 1.133251 0.25 0.19 0.24
H -4.824842 -2.635219 -1.792088 -0.02 0.03 -0.06
H -1.365492 -4.207013 -1.868840 0.00 -0.01 -0.01
H 6.082865 0.134613 1.221742 -0.02 0.01 0.00
H -3.693168 -2.062794 -3.039350 -0.03 0.00 0.00
H -1.590067 5.383491 -1.394146 -0.02 0.01 0.03
H -3.962661 -1.419313 1.569566 -0.03 0.02 0.00
H 5.626668 1.780979 3.607348 -0.02 0.00 -0.01
H 2.588449 2.323527 2.389184 0.02 0.00 -0.01
H -4.507310 -0.893391 -1.970481 -0.04 0.00 -0.01
H -2.299475 0.447880 -3.688590 -0.05 -0.01 -0.04
H -0.714109 -0.374038 -3.489953 0.04 -0.06 -0.01
H 1.697232 -2.191812 2.152692 0.06 -0.01 0.02
H -2.255410 2.790682 1.406914 0.06 0.02 0.06
H -2.832703 -4.706323 -0.986846 0.02 -0.07 -0.01
H -2.682294 1.161465 0.869730 0.03 -0.12 0.01

---

17
Properties=species:S:1:pos:R:3:forces:R:3 method="wB97M-V/def2-TZVPD" relative_energy_ev=2.3617 homo_lumo_gap_ev=10.03 smiles="C=C1CO[C@H]2C[C@@H]12.[H][H]" total_charge=0
O -1.032555 1.306036 0.700610 -0.06 0.03 0.02
C 0.812685 0.044022 -0.065364 0.15 -0.04 0.00
C -0.406554 -0.524587 -0.694449 0.12 -0.18 0.08
C -1.527203 0.325907 -0.170335 -0.21 -0.14 -0.03
C 2.030026 -0.489099 -0.024754 -0.13 0.05 -0.03
C -1.170927 0.413664 -1.617874 -0.04 0.13 -0.13
C 0.385269 1.347932 0.585379 0.26 0.08 -0.01
H 0.686688 2.207319 -0.031992 -0.05 -0.13 0.07
H -0.490716 -1.598742 -0.825643 0.01 0.18 0.01
H -0.668260 1.304905 -1.984681 -0.06 -0.13 0.10
H -0.158006 -2.463360 2.534648 -0.01 0.03 -0.01
H -1.845281 -0.051814 -2.330992 0.10 0.06 0.14
H 2.844029 -0.011695 0.515280 -0.15 -0.05 -0.05
H -2.483379 -0.070839 0.154091 0.16 0.04 -0.08
H 2.257609 -1.418651 -0.539209 -0.06 0.13 0.08
H -0.043370 -1.804596 2.210068 0.00 -0.03 0.00
H 0.809944 1.483594 1.585214 -0.05 -0.03 -0.15

---

18
Properties=species:S:1:pos:R:3:forces:R:3 method="wB97M-V/def2-TZVPD" relative_energy_ev=3.1414 homo_lumo_gap_ev="7.20 / 7.21" total_charge=+1
I -3.630195 0.250665 0.129735 0.63 -0.07 0.14
S -0.748356 1.662695 0.354375 0.73 -1.87 -0.71
O 1.638326 0.152479 0.531347 0.23 1.30 0.34
O 0.435906 -2.087120 0.216529 -1.05 -1.66 -1.73
N -1.691072 -2.653308 -0.394274 -1.05 -0.96 0.60
C -1.508204 0.199542 -0.032610 0.40 -0.11 -0.47
C 1.759637 2.655454 -0.123146 -0.56 -2.15 3.03
C -0.804432 -1.826203 0.419064 -0.83 2.34 3.12
C 1.176988 1.199869 -0.240936 -1.72 0.98 -1.65
H 1.689981 0.547788 1.405917 0.47 -0.25 0.66
H 2.831172 2.718204 -0.092116 0.53 -0.10 -0.79
H -2.214837 -1.973315 -0.903558 -0.61 0.88 -1.18
H -2.488135 -3.134818 0.138888 1.91 0.46 -0.38
H 1.483490 2.999777 0.920376 0.10 -0.09 -1.05
H -1.173191 -3.262087 -1.001928 0.08 -0.86 -0.77
H 1.068036 0.818581 -1.305389 0.09 0.59 1.39
H 1.238547 3.252141 -0.818745 -0.14 0.83 -0.92
H 0.936342 -1.520341 0.796472 0.80 0.75 0.36

---

43
Properties=species:S:1:pos:R:3:forces:R:3 method="wB97M-V/def2-TZVPD" relative_energy_ev=0.6001 homo_lumo_gap_ev=7.82 total_charge=-1
Pd 0.085055 -0.341107 -1.464320 1.06 0.87 0.36
Cl -0.245681 2.911451 -1.739319 0.11 -0.19 0.00
Cl 1.970973 4.687981 -2.967452 0.04 -0.08 0.00
Cl 4.727485 3.457693 -3.756698 -0.11 -0.09 0.06
Cl 3.017398 -1.382343 -2.103502 -0.20 0.08 0.05
Cl 5.243481 0.406502 -3.299616 -0.09 0.09 0.01
S -2.515096 -0.290967 -2.858879 0.14 -0.55 -0.59
S -1.061788 -2.604336 -2.991569 -0.31 0.42 -0.39
F -0.179018 -4.921606 -2.366913 0.05 -0.07 0.15
F -1.459048 -4.064486 -0.835946 -0.01 -0.11 0.03
F -2.452200 0.897071 -0.458046 0.12 0.02 0.10
F -3.808551 1.703276 -1.935953 -0.06 0.06 0.14
F -4.262806 -0.174490 -0.938449 -0.07 0.09 0.07
F 0.586322 -3.396288 -1.049994 0.11 0.08 0.04
O -1.840607 -3.415867 -3.877246 0.15 0.18 0.03
O 0.254203 1.750561 7.215700 -0.23 0.21 -0.01
O -1.010656 0.031472 7.467544 -0.26 0.15 0.01
O -1.441556 0.540192 -3.377039 -0.47 -0.20 0.39
O 0.131822 -1.947996 -3.513931 -0.44 -0.31 0.48
O -3.637230 -0.549722 -3.711124 0.23 0.04 0.08
O -0.495178 -1.346481 0.709845 -0.23 -0.08 0.40
O 0.783668 0.452648 0.486040 -0.62 -0.51 -0.45
N -1.933308 -1.584858 -2.091191 0.05 -0.06 -0.36
N -0.370691 0.803522 6.782208 0.71 -0.58 -0.21
C -0.736794 -0.915853 3.488689 -0.02 -0.06 0.03
C 1.449677 0.822090 -2.090929 0.01 -0.21 -0.07
C -0.858477 -0.639363 4.841171 -0.07 -0.10 -0.09
C -3.287850 0.579991 -1.434960 -0.09 -0.07 -0.08
C 1.240563 2.180452 -2.239116 0.11 0.45 -0.06
C -0.489042 -3.804580 -1.700038 -0.16 0.01 -0.09
C 2.691029 0.291875 -2.393646 0.42 0.02 -0.16
C -0.004807 -0.070701 2.664886 0.04 0.03 -0.13
C -0.236032 0.490576 5.334017 -0.21 0.22 0.37
C 0.500603 1.348756 4.542708 0.05 0.06 -0.15
C 3.707565 1.094482 -2.910273 0.07 -0.14 0.00
C 2.248306 2.996563 -2.759059 -0.14 0.10 0.03
C 3.479664 2.451653 -3.105734 0.11 0.08 -0.05
C 0.090402 -0.366666 1.185183 0.20 0.08 0.00
C 0.611871 1.057911 3.192153 0.05 0.04 0.04
H 1.172169 1.701215 2.527607 -0.01 0.00 0.01
H -1.208775 -1.783141 3.046502 0.00 0.01 0.01
H 0.965883 2.218988 4.980615 -0.01 0.00 -0.01
H -1.422931 -1.276072 5.506057 0.00 0.01 -0.01

---

57
Properties=species:S:1:pos:R:3:forces:R:3 method="wB97M-V/def2-TZVPD" relative_energy_ev=0.0847 homo_lumo_gap_ev=6.99 total_charge=0
Y 0.208409 0.640717 -0.939518 0.89 -0.42 -0.19
S -3.512396 1.565110 2.997858 -0.01 0.08 -0.04
S -0.236403 -1.903219 -3.808851 0.00 -0.06 0.12
S -2.590229 0.578310 -0.557002 -0.17 0.13 0.08
O -1.482008 0.220347 0.439633 -0.56 0.07 0.14
O -3.534720 -0.532782 -0.638450 0.12 -0.24 -0.11
O -1.759653 0.647309 -1.844483 -0.54 -0.10 -0.19
O 0.025507 2.882202 -0.881508 -0.09 0.32 0.17
O 0.797877 1.914563 0.917780 0.01 0.10 0.11
O -3.174510 1.854621 -0.260053 -0.01 -0.14 0.00
N -0.124039 -1.953960 -0.806998 0.06 -0.01 -0.09
N 1.977116 -0.736639 0.262386 -0.21 0.16 0.18
N -1.300548 -2.367057 -1.383899 0.18 0.10 0.10
N -2.783429 -1.984288 -3.052012 0.11 -0.02 -0.18
N 1.853153 0.863118 -2.738457 0.04 0.18 -0.04
N 3.217942 0.691902 -4.430688 -0.07 0.05 0.11
C -1.485460 -2.072809 -2.723029 -0.05 0.11 0.04
C 2.566268 1.899060 -4.588544 0.03 -0.11 -0.06
C 0.125943 2.854515 0.392328 0.34 -0.05 -0.27
C -0.736862 -3.158684 1.259098 -0.03 0.00 0.15
C 1.719993 1.989297 -3.536109 0.06 0.05 0.03
C 3.231924 -1.233667 -2.843950 0.01 0.02 0.02
C 1.391071 -1.712236 0.966859 -0.35 -0.31 -0.17
C 3.094388 -0.185222 0.727563 -0.01 -0.06 -0.01
C 0.119132 -2.284150 0.401847 0.23 0.04 -0.03
C -3.774904 2.270183 4.626488 -0.04 0.11 0.32
C -0.607700 3.857364 1.211313 -0.02 0.12 0.08
C 2.762972 0.099065 -3.309333 0.00 -0.12 -0.07
C 1.923065 -2.178302 2.159980 0.11 0.04 -0.04
C 3.096721 -1.608874 2.628261 0.00 -0.04 0.05
C 3.699253 -0.594905 1.904023 -0.02 0.01 -0.06
C -2.691610 0.055784 3.514779 0.11 -0.23 0.08
H -0.779623 -2.769329 2.275862 0.00 0.02 -0.02
H 3.501018 0.624573 0.132868 0.02 0.03 0.05
H 4.602863 -0.114552 2.249749 0.01 0.00 -0.01
H -0.415654 4.855742 0.819739 -0.03 0.00 0.02
H -1.756021 -3.229585 0.892940 0.01 0.00 -0.03
H 3.903157 0.291238 -5.044858 0.03 0.03 -0.07
H -2.123824 -2.218037 -0.802604 -0.09 0.07 -0.01
H -0.325679 -4.170517 1.301388 0.03 0.01 -0.02
H 3.531400 -1.950440 3.558485 0.00 0.00 0.00
H 3.814303 -1.724019 -3.623363 -0.01 -0.01 0.00
H -0.332956 3.784860 2.259648 0.03 0.00 -0.01
H -3.412284 -1.593166 -2.354012 -0.01 0.04 0.14
H -1.674184 3.647071 1.102072 0.01 -0.05 -0.03
H 2.371380 -1.859714 -2.606980 -0.01 0.01 0.01
H -1.740145 0.267600 4.007481 -0.02 0.05 0.00
H -4.268636 3.234166 4.509215 0.00 -0.01 -0.08
H -4.413252 1.641230 5.250229 0.00 -0.04 -0.06
H -2.937778 -1.688694 -4.001169 -0.05 -0.03 -0.03
H -2.832345 2.438432 5.151697 0.02 -0.02 -0.05
H 1.436915 -2.972354 2.706718 -0.01 0.02 0.02
H -3.323743 -0.527261 4.187509 -0.02 0.04 -0.01
H -2.487715 -0.532099 2.622190 -0.03 0.08 -0.07
H 3.858483 -1.138809 -1.956368 -0.01 0.00 0.00
H 1.026695 2.775437 -3.286226 0.01 0.00 0.03
H 2.761362 2.551555 -5.419524 -0.03 0.01 0.00

---

74
Properties=species:S:1:pos:R:3:forces:R:3 method="wB97M-V/def2-TZVPD" relative_energy_ev=2.0684 homo_lumo_gap_ev="4.27 / 4.30" total_charge=+3
In -0.951094 0.195399 -1.180909 2.53 -1.29 -1.80
P -1.265680 2.516219 -2.377551 -0.80 0.74 -0.90
P 0.986761 0.696043 0.615362 0.41 -0.20 0.76
P 1.732384 -0.164557 -2.709033 0.24 -0.32 -0.56
O -2.193017 -2.102558 2.122584 -0.66 1.48 0.38
O -0.886543 -1.638322 -2.229805 0.30 1.53 2.12
N -2.651657 1.898556 1.402363 -0.35 -0.19 0.85
N -3.461063 -2.083910 4.004556 0.24 0.88 -0.86
C -3.420220 0.870181 3.848521 0.28 0.18 -0.84
C 0.098951 3.159916 -3.396203 0.49 -0.26 0.25
C -1.678138 -3.568254 -5.140446 -0.35 0.04 0.00
C 2.313944 -1.890873 -2.444506 -0.22 -0.09 0.36
C -1.680381 3.927565 -1.293696 0.17 -0.14 0.37
C -1.238563 -3.276133 -3.858836 0.07 0.61 0.50
C 0.749171 -3.988386 0.995326 -0.35 -0.24 -0.47
C 1.322211 -0.266325 -4.498112 -0.30 0.16 0.06
C -2.845514 0.551085 1.535270 0.47 0.84 0.12
C -3.120465 0.004926 2.778692 0.16 0.46 -0.03
C 2.034788 2.149978 0.228946 -0.34 0.08 -0.43
C -3.344421 2.249758 3.638236 -0.10 0.29 0.07
C -2.658068 2.483363 -3.555873 -0.14 -0.31 0.14
C -2.645381 -1.269094 -3.856031 1.20 -0.48 0.07
C -2.889180 -1.476046 2.926079 -0.24 -2.25 0.37
C 0.449468 1.032098 2.324294 -0.33 0.10 0.07
C -0.004130 -4.576232 0.051952 0.23 0.56 0.31
C -2.597281 -2.735036 -5.786500 0.07 0.09 0.02
C 2.145127 -0.689580 0.891836 -0.10 -0.32 -0.30
C -2.910563 2.763334 2.425885 -0.02 -0.76 -0.23
C 3.319558 0.769824 -2.798540 -0.19 0.14 0.11
C -3.090995 -1.604244 -5.130126 -0.18 -0.07 0.00
C -1.616507 -2.048649 -3.256212 -1.41 -0.17 -1.64
H -3.588474 2.948304 4.433170 0.05 -0.12 -0.08
H 2.970304 -0.682330 0.168164 -0.30 0.03 0.13
H -2.777344 3.824021 2.216537 0.05 -0.28 0.16
H 1.407268 3.050874 0.176548 0.21 -0.15 0.07
H -2.582551 3.727101 -0.697797 0.10 0.15 -0.30
H -3.849349 -0.985370 -5.608207 0.14 -0.19 0.07
H -0.275971 4.017251 -3.972989 -0.01 -0.20 0.21
H 2.777873 2.282153 1.028978 -0.25 -0.14 -0.13
H -3.443152 -3.093625 4.031119 0.14 0.01 0.12
H -2.740878 -0.065675 0.638173 0.08 0.03 0.52
H -2.945363 -2.975922 -6.791646 0.08 0.06 0.34
H 1.617741 -1.652183 0.825669 0.15 0.23 -0.03
H 3.108073 1.842995 -2.909416 0.19 -0.23 -0.04
H 0.395475 -0.838080 -4.641562 0.23 0.10 -0.02
H 1.194723 0.735487 -4.928187 0.09 -0.33 -0.03
H 0.925522 3.492231 -2.756158 -0.12 -0.07 -0.16
H 0.279360 -3.299987 1.712652 0.23 -0.32 -0.27
H 2.560410 -0.593081 1.905926 -0.12 0.09 -0.32
H -1.317238 -4.468075 -5.632527 -0.10 0.15 0.08
H 3.901872 0.433748 -3.668538 -0.13 0.06 0.29
H 3.242644 -1.902262 -1.859748 -0.22 -0.01 -0.16
H 1.545937 -2.462861 -1.907227 0.23 0.04 -0.17
H -0.260225 0.261536 2.651557 0.24 0.10 -0.03
H 1.820210 -4.194296 1.107498 -0.45 -0.02 0.01
H 2.559414 2.032370 -0.729109 -0.21 -0.02 0.36
H -3.603250 2.362352 -3.008006 0.19 0.01 -0.22
H 3.910002 0.613530 -1.885596 -0.07 0.07 -0.26
H -2.678265 3.432369 -4.112462 0.04 -0.25 0.21
H 2.495029 -2.361622 -3.420101 0.01 0.11 0.31
H 0.471980 2.399542 -4.091937 -0.18 0.20 0.20
H -2.163619 2.287407 0.586432 -0.75 -0.33 0.19
H -0.030442 2.016701 2.393608 0.15 -0.18 0.06
H -3.026769 -0.385529 -3.332345 -0.01 -0.22 -0.01
H -0.539090 -3.914085 -3.317053 -0.11 0.17 -0.26
H -2.544781 1.649525 -4.262846 -0.02 0.24 0.17
H -1.870888 4.810241 -1.921142 0.05 -0.23 0.18
H 2.151498 -0.780384 -5.006020 -0.28 0.23 0.08
H -4.064820 -1.599373 4.650347 -0.04 -0.24 -0.12
H 0.390319 -5.304787 -0.668161 -0.12 0.34 0.40
H -1.066977 -4.312634 -0.026433 0.42 -0.29 0.03
H -0.840568 4.146568 -0.618889 -0.18 0.06 -0.16
H 1.330676 1.010660 2.982525 -0.29 0.08 -0.19
H -3.686418 0.477350 4.825473 0.10 0.16 -0.09